4 unconnected molecules or ions with the total composition C16H39FN2O7S2 in a non-equilibrium geometry. Source: the OMol25 dataset; level of theory: ωB97M-V/def2-TZVPD.

Results
HOMO, eV: -9.20
Net charge: 0
SMILES: CC(C)=NN(S(C)(=O)=O)S(=O)(=O)F.CCOCC.CCOCC.CCOCC
Energy, eV: -58921.113
LUMO level, eV: 0.22

Each atom is followed by the atoms it is bonded to, with distances in Å.
Element x y z (Å)
1 C -0.3922 1.2826 -0.7796  C2 1.503, H14 1.088, H15 1.088, H16 1.091
2 C -1.0032 -0.0856 -0.8918  C1 1.503, C3 1.506, N4 1.280
3 C -2.0154 -0.3379 -1.9776  C2 1.506, H17 1.088, H18 1.091, H19 1.082
4 N -0.5669 -0.9423 -0.0467  C2 1.280, N5 1.456
5 N -1.4866 -2.0378 0.2258  N4 1.456, S6 1.748, S10 1.695
6 S -2.4411 -1.5632 1.6115  N5 1.748, C7 1.771, O8 1.426, O9 1.428
7 C -3.8673 -0.8599 0.8327  S6 1.771, H20 1.084, H21 1.088, H22 1.086
8 O -2.8606 -2.7239 2.3260  S6 1.426
9 O -1.7601 -0.5346 2.3301  S6 1.428
10 S -0.5471 -3.4176 0.5209  N5 1.695, O11 1.413, O12 1.410, F13 1.562
11 O 0.5888 -3.1281 1.3093  S10 1.413
12 O -1.3995 -4.5120 0.7733  S10 1.410
13 F -0.0550 -3.5409 -0.9559  S10 1.562
14 H -0.9518 1.9872 -1.3918  C1 1.088
15 H -0.3927 1.6101 0.2577  C1 1.088
16 H 0.6440 1.2712 -1.1209  C1 1.091
17 H -2.4981 0.5997 -2.2448  C3 1.088
18 H -1.4895 -0.7531 -2.8392  C3 1.091
19 H -2.7766 -1.0499 -1.6854  C3 1.082
20 H -4.0575 -1.3875 -0.0954  C7 1.084
21 H -4.6906 -1.0511 1.5172  C7 1.088
22 H -3.7172 0.2019 0.6624  C7 1.086
23 C -1.5678 3.3064 -5.2714  C24 1.519, H28 1.091, H29 1.090, H30 1.090
24 C -0.8221 1.9935 -5.1035  C23 1.519, O25 1.417, H31 1.092, H32 1.095
25 O -1.5927 0.8466 -5.4188  C24 1.417, C26 1.419
26 C -2.0868 0.7759 -6.7468  O25 1.419, C27 1.518, H33 1.096, H34 1.090
27 C -1.0067 0.7807 -7.8139  C26 1.518, H35 1.091, H36 1.090, H37 1.091
28 H -2.4717 3.3146 -4.6600  C23 1.091
29 H -0.9313 4.1374 -4.9659  C23 1.090
30 H -1.8650 3.4794 -6.3061  C23 1.090
31 H -0.5395 1.8700 -4.0564  C24 1.092
32 H 0.1083 2.0053 -5.6815  C24 1.095
33 H -2.8094 1.5788 -6.9305  C26 1.096
34 H -2.6412 -0.1617 -6.7900  C26 1.090
35 H -0.4318 1.7075 -7.8136  C27 1.091
36 H -1.4607 0.6727 -8.7994  C27 1.090
37 H -0.3115 -0.0454 -7.6587  C27 1.091
38 C 5.9309 1.9720 -1.7616  C39 1.519, H43 1.091, H44 1.091, H45 1.091
39 C 5.4257 2.6340 -0.4910  C38 1.519, O40 1.416, H46 1.090, H47 1.096
40 O 4.0327 2.4937 -0.2769  C39 1.416, C41 1.417
41 C 3.5517 1.1656 -0.1622  O40 1.417, C42 1.518, H48 1.097, H49 1.089
42 C 4.1576 0.3731 0.9823  C41 1.518, H50 1.091, H51 1.090, H52 1.091
43 H 5.4053 2.3654 -2.6331  C38 1.091
44 H 6.9976 2.1644 -1.8812  C38 1.091
45 H 5.7892 0.8907 -1.7449  C38 1.091
46 H 5.5949 3.7096 -0.5454  C39 1.090
47 H 5.9873 2.2697 0.3766  C39 1.096
48 H 3.6791 0.6295 -1.1106  C41 1.097
49 H 2.4801 1.2656 0.0039  C41 1.089
50 H 5.2330 0.2348 0.8621  C42 1.091
51 H 3.6970 -0.6139 1.0330  C42 1.090
52 H 3.9890 0.8848 1.9307  C42 1.091
53 C -1.8429 -0.7463 7.9177  C54 1.520, H58 1.091, H59 1.091, H60 1.091
54 C -0.7494 -1.7954 8.0338  C53 1.520, O55 1.414, H61 1.091, H62 1.096
55 O -0.9993 -2.9785 7.3009  C54 1.414, C56 1.420
56 C -1.1513 -2.8192 5.8979  O55 1.420, C57 1.517, H63 1.096, H64 1.090
57 C 0.0554 -2.2185 5.2015  C56 1.517, H65 1.091, H66 1.090, H67 1.091
58 H -2.8016 -1.1569 8.2383  C53 1.091
59 H -1.6023 0.1124 8.5462  C53 1.091
60 H -1.9572 -0.3875 6.8941  C53 1.091
61 H -0.6613 -2.1190 9.0717  C54 1.091
62 H 0.2192 -1.3643 7.7541  C54 1.096
63 H -2.0485 -2.2315 5.6733  C56 1.096
64 H -1.3336 -3.8239 5.5172  C56 1.090
65 H 0.2667 -1.2040 5.5432  C57 1.091
66 H -0.1254 -2.1735 4.1274  C57 1.090
67 H 0.9467 -2.8224 5.3797  C57 1.091

Löwdin population analysis, charges in e, atoms 1 to 4: C -0.0099; C -0.3578; C -0.0110; N 0.0409